# 1
Here is a structure of composition C37H37CaCl3O2P2 from OMol25. Energies are from ωB97M-V/def2-TZVPD.

Each line ends with the Mulliken charge.
CARTESIAN COORDINATES (ANGSTROEM)
Ca  -0.17254  0.90484  2.25566  1.721
C  -1.61685  0.87514  -3.41446  0.001
C  -1.70924  -0.45676  -3.29839  -0.494
C  -0.93044  -1.44409  -4.14085  -1.252
C  0.54637  -1.10686  -4.52288  -1.266
C  1.35193  -0.27682  -3.57393  0.398
C  1.34090  1.05953  -3.63134  -0.915
C  0.48854  1.88622  -4.53069  -1.287
C  -0.99354  1.48208  -4.63813  -1.045
C  1.87586  0.70778  3.79839  -1.907
H  -2.08516  1.55898  -2.69298  0.493
H  -2.41849  -0.92319  -2.60860  0.928
H  -1.46345  -1.59384  -5.10212  0.569
H  -0.92293  -2.44443  -3.65331  0.190
H  1.07557  -2.06975  -4.59939  0.436
H  0.56743  -0.65584  -5.53068  0.272
H  2.09083  -0.84628  -2.99365  1.009
H  2.09755  1.65417  -3.13285  0.669
H  0.93611  1.84951  -5.54219  0.366
H  0.55832  2.93803  -4.20316  0.353
H  -1.55259  2.39042  -4.88902  0.519
H  -1.10461  0.79501  -5.48772  0.267
H  1.72515  1.63688  4.37589  0.334
H  2.94566  0.57331  3.58631  0.502
H  1.48111  -0.16934  4.34951  0.281
P  -1.67673  -0.68652  0.40519  -0.197
P  1.98749  0.03555  0.76585  0.891
C  -0.31624  -0.94014  -0.69066  0.233
C  1.03145  -0.71181  -0.51610  -1.010
C  -2.59133  -2.19793  0.64250  -0.004
C  -2.83635  -3.19658  -0.32133  -0.188
C  -3.49514  -4.36898  0.06632  -0.612
C  -3.84685  -4.58638  1.40327  -0.571
C  -3.54734  -3.61795  2.37159  -0.521
C  -2.91608  -2.44622  1.99274  0.224
C  -2.74042  0.74192  0.08020  1.046
C  -2.18703  2.05200  0.13675  -0.302
C  -3.03975  3.15648  0.20975  -0.920
C  -4.42978  2.99166  0.14305  -0.588
C  -4.98500  1.70239  0.05267  -0.691
C  -4.14202  0.58763  0.02929  -0.502
C  3.44904  -0.98581  0.95445  0.238
C  3.22358  -2.26456  1.50344  -0.662
C  4.30970  -3.03454  1.89979  -0.544
C  5.61820  -2.56868  1.70530  -0.532
C  5.83208  -1.30917  1.12714  -0.597
C  4.75470  -0.51850  0.73255  -0.411
C  2.51904  1.74197  0.37711  0.839
C  2.59983  2.65212  1.44689  -0.166
C  3.01524  3.95695  1.22294  -0.731
C  3.28857  4.39530  -0.07210  -0.575
C  3.12600  3.52248  -1.15748  -0.447
C  2.78604  2.18553  -0.91511  -0.642
H  -0.61611  -1.45480  -1.61560  0.164
H  1.70582  -1.19429  -1.22606  0.684
H  -2.52842  -3.04533  -1.35500  0.209
H  -3.76141  -5.11997  -0.68177  0.401
H  -4.36584  -5.49313  1.70711  0.374
H  -3.81395  -3.75638  3.41613  0.294
H  -2.62582  -1.69698  2.72477  -0.287
H  -1.08678  2.17500  0.10319  0.602
H  -2.61227  4.16061  0.30252  0.407
H  -5.07946  3.86304  0.14793  0.384
H  -6.06848  1.57785  0.00028  0.413
H  -4.54846  -0.42233  -0.02683  0.436
H  2.18812  -2.60429  1.61589  0.317
H  4.12808  -4.00202  2.36791  0.375
H  6.45672  -3.18708  2.01032  0.372
H  6.84882  -0.94332  0.99284  0.389
H  4.90175  0.45722  0.26426  0.367
H  2.37712  2.26773  2.44486  0.004
H  3.13535  4.61928  2.08192  0.437
H  3.65362  5.40752  -0.22876  0.375
H  3.30182  3.87877  -2.17049  0.442
H  2.71318  1.45310  -1.71324  0.603
Cl  -2.76079  -2.07691  5.64538  -0.145
C  -2.16728  -0.41543  5.81386  0.618
Cl  -3.50788  0.66055  6.26351  -0.133
Cl  -0.84865  -0.29648  7.01127  -0.113
C  -1.51279  0.06216  4.45319  0.404
O  -1.01533  -0.80158  3.62259  -0.751
O  -1.39301  1.31457  4.25261  -0.846

Values from the calculation:
Spin multiplicity: 1
ΔE to the lowest compared entry with this formula, charge and spin: 0.00 kJ/mol
Charge: 0
Gap between HOMO and LUMO: 5.71 eV
HOMO: -5.8 eV

---

# 2
Here is a cluster of 2 separate species, C30H23N2O5S2 in total from OMol25. Energies are from ωB97M-V/def2-TZVPD.

Each line ends with the natural charge from an NBO analysis.
CARTESIAN COORDINATES (ANGSTROEM)
C  -1.17014  -6.14752  4.86858  -0.254
O  -0.26157  -5.08193  4.53100  -0.498
C  -0.59009  -4.16869  3.58129  0.342
C  0.39016  -3.18376  3.30833  -0.281
C  0.07565  -2.11599  2.50927  -0.129
C  -1.20105  -1.95208  1.91802  -0.176
C  -1.49234  -0.71204  1.20484  0.023
C  -2.76922  -0.27321  0.96706  -0.362
C  -3.08328  0.91125  0.24970  0.297
N  -3.43958  1.87292  -0.31798  -0.300
C  -3.92465  -0.84359  1.58861  0.310
N  -4.91950  -1.23805  2.07000  -0.347
C  -2.10383  -3.03569  2.06724  -0.069
C  -1.82639  -4.11811  2.88913  -0.350
H  -0.60029  -6.75487  5.57149  0.198
H  -2.07309  -5.75632  5.35320  0.183
H  -1.43657  -6.73793  3.98352  0.180
H  1.36563  -3.28828  3.77774  0.223
H  0.83331  -1.35880  2.34383  0.264
H  -0.65216  -0.07282  0.96159  0.280
H  -3.04876  -3.02902  1.53246  0.216
H  -2.56148  -4.91563  3.01782  0.217
C  -0.88032  -2.66519  -2.86174  -0.256
C  -1.69220  -1.52953  -2.93822  -0.214
C  -1.38975  -0.42827  -2.15720  -0.245
C  -0.16615  -0.33009  -1.43312  0.039
C  0.11205  0.95612  -0.80915  -0.950
S  1.49525  1.27877  0.26888  2.179
C  1.11258  2.76442  1.18863  -0.301
C  2.17883  3.52921  1.66064  -0.186
C  1.92305  4.78268  2.22025  -0.228
C  0.60492  5.22689  2.37141  -0.210
C  -0.45797  4.39997  1.99007  -0.233
C  -0.20355  3.15917  1.40005  -0.098
O  1.60323  0.21145  1.24338  -1.000
O  2.67267  1.59800  -0.51367  -0.975
S  0.01278  2.31531  -2.03121  2.161
C  1.33030  2.17189  -3.25767  -0.229
C  2.57746  2.75039  -3.03954  -0.174
C  3.59277  2.58299  -3.98297  -0.234
C  3.31791  1.96009  -5.20214  -0.215
C  2.03037  1.47388  -5.46271  -0.222
C  1.04101  1.55661  -4.48009  -0.221
O  -1.19767  2.20529  -2.80630  -0.957
O  0.28928  3.54234  -1.31851  -0.978
C  0.62254  -1.50305  -1.34135  -0.263
C  0.26064  -2.64782  -2.05206  -0.222
H  -1.15000  -3.55773  -3.42649  0.198
H  -2.56783  -1.49072  -3.58731  0.205
H  -2.12290  0.36533  -2.04327  0.247
H  3.19772  3.16429  1.54897  0.230
H  2.76075  5.41155  2.52558  0.206
H  0.40344  6.21843  2.78594  0.205
H  -1.49319  4.71948  2.12575  0.214
H  -1.02333  2.51147  1.08440  0.229
H  2.76630  3.31897  -2.13699  0.248
H  4.59322  2.95353  -3.75916  0.207
H  4.09922  1.85831  -5.95806  0.202
H  1.78315  1.02959  -6.42959  0.204
H  0.04417  1.15446  -4.66187  0.242
H  1.51760  -1.48166  -0.71706  0.224
H  0.89091  -3.53668  -1.98323  0.202

Values from the calculation:
Spin multiplicity: 1
ΔE to the lowest compared entry with this formula, charge and spin: 5.93 kJ/mol
Charge: -1
Gap between HOMO and LUMO: 6.38 eV
HOMO: -4.5 eV

---

# 3
Here is a cluster of 2 separate species, C4H12NO in total from OMol25. Energies are from ωB97M-V/def2-TZVPD.

Each line ends with the Mulliken spin population.
CARTESIAN COORDINATES (ANGSTROEM)
C  -0.36548  -0.73231  0.52075  0.000
N  -0.35087  0.43862  -0.55198  0.001
C  0.43633  1.57725  0.25851  0.029
C  0.30979  1.32324  1.69807  0.031
C  0.19402  -0.22061  1.80173  0.134
H  -1.27816  -1.20514  0.37938  0.030
H  0.37483  -1.42419  0.04552  0.038
H  -1.36998  0.63981  -0.55327  0.000
H  -0.26691  -0.05348  -1.53150  0.002
H  0.03338  2.46666  -0.00184  -0.003
H  1.47175  1.40296  -0.06617  0.009
H  1.10008  1.49639  2.40543  0.023
H  -0.63565  1.75443  2.10655  0.062
H  -0.27826  -0.42062  2.81499  0.118
H  1.07732  -0.75508  2.08573  0.097
H  0.66265  -1.92428  -3.77082  -0.015
H  -0.81226  -2.42918  -4.17788  -0.012
O  -0.30260  -1.93448  -3.46321  0.459

Values from the calculation:
Spin multiplicity: 2
ΔE to the lowest compared entry with this formula, charge and spin: 342.78 kJ/mol
Charge: +2
Gap between HOMO and LUMO (spin up / spin down): 13.53 / 2.61 eV
HOMO (spin up / spin down): -21.0 / -18.4 eV